82
Properties=species:S:1:pos:R:3:mulliken_charge:R:1 method="wB97M-V/def2-TZVPD" total_charge=-1 de_lowest_kcal_mol=2.70 orbital_gap_ev=5.4 lumo_energy_ev=1.270 homo_ha=-0.1528
Rb -0.5719 -0.3248 -0.7765 0.73
O -3.4119 -1.0230 2.4631 -0.49
C -2.8252 -1.8494 1.5982 0.17
O -1.7363 -2.3398 1.7260 -0.50
C -3.7133 -2.1154 0.4065 0.53
C -5.0536 -2.4589 0.5263 -0.66
C -5.7575 -2.7094 -0.6357 -0.71
C -5.1190 -2.5788 -1.8616 -0.75
C -3.7856 -2.2006 -1.8761 0.72
N -3.0999 -1.9920 -0.7603 0.31
C -2.9530 -2.0386 -3.1363 0.36
O -3.6213 -1.9904 -4.3079 -0.49
O -1.7638 -1.9914 -3.1019 -0.38
H -2.7263 -0.6358 3.0378 0.28
H -5.5183 -2.5274 1.5005 0.51
H -6.7987 -3.0021 -0.5921 0.42
H -5.6658 -2.7888 -2.7717 0.32
H -4.5586 -1.8170 -4.1650 0.30
F 1.8338 6.3024 -2.5814 -0.33
C 0.8921 5.3540 -2.7335 0.41
C 0.9132 4.2078 -1.9663 0.06
F 1.8896 4.0334 -1.0616 -0.31
C -0.0636 3.2487 -2.1423 -0.46
F 0.0226 2.1337 -1.3956 0.00
C -1.1101 3.3461 -3.0665 0.13
S -2.3014 2.1104 -3.2646 -0.42
C -1.0827 4.5284 -3.8205 0.35
F -2.0235 4.7511 -4.7518 -0.36
C -0.1163 5.5028 -3.6662 0.27
F -0.1434 6.6123 -4.4280 -0.32
S 5.7240 -4.4332 -4.6261 0.09
N 4.8667 -4.8044 -3.3061 -0.69
C 3.9408 -3.8718 -3.1843 1.03
C 2.9273 -3.8134 -2.1438 0.35
C 2.8217 -4.7678 -1.1314 -0.72
C 1.8233 -4.6397 -0.1952 -0.86
C 0.9486 -3.5559 -0.3009 -0.36
N 1.0403 -2.6458 -1.2553 0.60
C 2.0143 -2.7535 -2.1663 -0.76
C 2.0913 -1.7008 -3.2115 -0.55
N 1.1995 -0.7043 -3.1485 0.44
C 1.2137 0.2290 -4.0841 -0.27
C 2.1391 0.2390 -5.1328 -0.92
C 3.0754 -0.7651 -5.1928 -0.50
C 3.0585 -1.7651 -4.2188 0.20
C 4.0014 -2.8724 -4.2029 0.97
N 4.9741 -3.0718 -5.0727 -0.69
H 3.5296 -5.5868 -1.1030 0.49
H 1.7127 -5.3526 0.6106 0.47
H 0.1489 -3.4126 0.4212 0.42
H 0.4464 0.9976 -4.0075 0.28
H 2.1096 1.0274 -5.8720 0.44
H 3.8226 -0.8055 -5.9756 0.51
N 1.3507 3.3999 9.5678 -0.58
C 1.1523 3.0227 8.4993 -0.04
C 0.9036 2.5500 7.1599 0.64
C 0.4793 1.2390 6.9546 -0.88
C 0.2448 0.7867 5.6674 0.05
C 0.4247 1.6288 4.5759 -1.21
C 0.8470 2.9379 4.7889 0.10
C 1.0882 3.4003 6.0708 -0.87
C 0.1776 1.1308 3.1853 0.99
C 1.2459 0.4281 2.6257 -0.21
C 2.5156 0.2200 3.2722 -0.83
C 3.3030 -0.4474 2.3735 -1.30
C 2.4849 -0.6304 1.2154 -0.52
N 1.2798 -0.1195 1.3499 0.91
C -1.0782 1.4783 2.6521 -0.40
C -2.0376 2.3283 3.3015 -0.44
C -3.0806 2.4823 2.4187 -1.25
C -2.7318 1.7055 1.2784 -0.75
N -1.5578 1.1143 1.4024 1.26
H 0.3398 0.5835 7.8045 0.43
H -0.0746 -0.2344 5.4983 0.49
H 0.9869 3.5891 3.9350 0.50
H 1.4205 4.4169 6.2365 0.44
H 2.7881 0.5438 4.2655 0.47
H 4.3259 -0.7704 2.4993 0.43
H 2.7799 -1.1239 0.2955 0.45
H -1.9329 2.7795 4.2772 0.52
H -3.9781 3.0678 2.5523 0.44
H -3.3271 1.5741 0.3808 0.48

79
Properties=species:S:1:pos:R:3:mulliken_charge:R:1 method="wB97M-V/def2-TZVPD" total_charge=+1 orbital_gap_ev=5.6 lumo_energy_ev=-5.664 homo_ha=-0.4123
O -5.6235 -0.7298 0.6608 -0.47
P -4.6631 0.4313 -0.2111 0.36
Br -4.3466 -0.4954 -2.3028 -0.20
C -2.9449 0.4681 0.6261 0.21
C -2.7077 0.1016 2.2321 -0.04
C -1.1806 0.1187 2.8323 -0.52
C 0.0289 0.5138 1.7799 -0.15
C 1.6377 0.5238 2.2377 0.97
F 2.1776 1.9036 2.2856 -0.27
F 1.7384 -0.1952 3.5367 -0.28
C 2.4062 -0.3621 1.0446 -0.23
C 3.8248 0.0592 0.3410 -0.39
C 4.4376 -0.8911 -0.8620 -0.43
C 3.6043 -2.2565 -1.3273 -0.36
C 2.1891 -2.7537 -0.6231 0.12
C 1.3716 -4.1019 -1.0966 0.69
F 2.0940 -4.6228 -2.3126 -0.24
F -0.0150 -3.7705 -1.5968 -0.23
F 1.2925 -5.0818 0.0109 -0.20
C 1.6150 -1.7543 0.5895 -0.20
N -0.2657 0.8821 0.3111 0.00
C -1.6579 0.8833 -0.3006 -0.23
H -5.0143 -1.5236 0.8611 0.35
H -3.6067 -0.1868 2.9230 0.30
H -0.8623 -0.1228 3.9364 0.39
H 4.3491 1.0424 0.7380 0.34
H 5.4511 -0.5901 -1.4161 0.31
H 4.0404 -2.9031 -2.2106 0.38
H 0.6036 -2.1261 1.0867 0.27
H 0.5244 1.1558 -0.3436 0.37
H -1.8051 1.1475 -1.4399 0.29
C 10.0975 0.6974 -6.5100 -0.47
C 10.5185 -0.2732 -7.4187 -0.47
C 9.6470 -1.2925 -7.8054 -0.55
C 8.3535 -1.3488 -7.2723 0.21
C 7.9410 -0.3926 -6.3451 0.22
C 8.8112 0.6399 -5.9717 -0.54
C 6.5962 -0.4706 -5.7388 0.62
O 6.2318 0.3710 -4.9269 -0.70
C 5.7009 -1.5817 -6.1183 0.30
C 4.4454 -1.7006 -5.5081 -0.70
C 3.5871 -2.7408 -5.8709 -0.53
C 3.9750 -3.6572 -6.8479 -0.55
C 5.2274 -3.5444 -7.4533 -0.58
C 6.0959 -2.5100 -7.0804 0.23
C 7.4325 -2.4203 -7.7007 0.58
O 7.7760 -3.2280 -8.5561 -0.66
H 10.7736 1.4971 -6.2155 0.39
H 11.5254 -0.2356 -7.8286 0.40
H 9.9808 -2.0438 -8.5193 0.46
H 8.4914 1.3978 -5.2586 0.45
H 4.1335 -0.9874 -4.7467 0.54
H 2.6147 -2.8343 -5.3921 0.47
H 3.3037 -4.4633 -7.1359 0.40
H 5.5254 -4.2665 -8.2118 0.47
C -6.9413 0.3067 3.1835 -0.28
C -7.9980 -0.3381 3.8259 -0.75
C -8.5224 0.1882 5.0075 -0.54
C -7.9804 1.3571 5.5555 0.17
C -6.9079 1.9881 4.9264 0.17
C -6.3945 1.4681 3.7311 -0.78
C -6.2961 3.1936 5.5218 0.53
O -5.3563 3.7505 4.9679 -0.69
C -6.8272 3.7127 6.7979 0.24
C -6.2196 4.8206 7.4031 -0.53
C -6.7239 5.3261 8.6033 -0.48
C -7.8389 4.7344 9.1962 -0.46
C -8.4428 3.6272 8.5984 -0.57
C -7.9295 3.1096 7.4017 0.17
C -8.5532 1.9165 6.7961 0.69
O -9.5304 1.3930 7.3189 -0.66
H -6.5386 -0.0983 2.2577 0.67
H -8.4158 -1.2503 3.4058 0.43
H -9.3508 -0.3177 5.5007 0.47
H -5.5662 1.9630 3.2270 0.56
H -5.3506 5.2904 6.9451 0.44
H -6.2474 6.1832 9.0742 0.40
H -8.2364 5.1325 10.1273 0.40
H -9.3100 3.1675 9.0696 0.46